The following is a quantum chemistry calculation of a 12-piece molecular cluster, C48H78O33S3 overall in a non-equilibrium geometry, from the OMol25 dataset.

Its energy above the lowest of the compared OMol25 structures with the same formula, charge and spin is 0.0 kcal/mol. The calculation puts the HOMO energy at -0.366 Eh. As for the net charge: 0. The largest force on an atom comes out at 0.0787 hartree/bohr. As for the HOMO-LUMO gap: 10.26 eV. The spin multiplicity is 1.

Each line ends with the Löwdin charge.
Geometry (Å):
1 C -2.250 -3.350 -3.906  0.0108
2 C -0.810 -2.885 -3.888  -0.3163
3 C -0.177 -2.788 -5.251  -0.0691
4 O -0.132 -1.380 -5.560  0.0705
5 C -0.462 -0.694 -4.447  -0.5989
6 O -0.400 0.463 -4.417  0.1708
7 O -0.805 -1.523 -3.445  0.0560
8 H -2.341 -4.371 -4.285  0.0949
9 H -2.727 -2.616 -4.653  0.1281
10 H -2.662 -3.294 -2.912  0.0677
11 H -0.190 -3.415 -3.214  0.1140
12 H -0.746 -3.304 -6.047  0.1430
13 H 0.867 -3.139 -5.197  0.1389
14 C 3.688 5.411 0.127  0.0107
15 C 2.681 4.459 0.626  -0.2835
16 C 1.997 3.524 -0.259  -0.0368
17 O 1.557 2.455 0.706  0.0399
18 C 2.517 2.354 1.661  -0.5689
19 O 2.595 1.534 2.503  0.1655
20 O 3.295 3.467 1.616  0.0794
21 H 4.007 6.086 0.867  0.0756
22 H 3.292 5.871 -0.749  0.0885
23 H 4.549 4.799 -0.253  0.1176
24 H 1.928 4.827 1.300  0.1312
25 H 2.726 3.116 -0.863  0.0840
26 H 1.193 3.905 -0.830  0.1228
27 C -6.504 -1.439 -2.155  -0.0126
28 C -5.132 -1.673 -1.516  -0.3288
29 C -5.023 -1.087 -0.125  -0.1066
30 O -4.969 -2.205 0.758  0.0629
31 C -4.807 -3.323 0.003  -0.5859
32 O -4.556 -4.387 0.454  0.1516
33 O -4.905 -3.050 -1.325  0.0649
34 H -6.444 -0.545 -2.735  0.0642
35 H -7.321 -1.356 -1.401  0.0993
36 H -6.755 -2.263 -2.848  0.0927
37 H -4.363 -1.410 -2.254  0.1429
38 H -5.855 -0.435 0.166  0.1389
39 H -4.188 -0.429 0.014  0.0795
40 C -1.881 1.327 4.571  0.0002
41 C -0.876 1.903 3.572  -0.2582
42 C -1.422 2.892 2.462  -0.0141
43 O -0.610 4.065 2.719  0.0582
44 C 0.214 3.918 3.721  -0.6039
45 O 1.044 4.712 4.059  0.1455
46 O 0.068 2.708 4.303  0.0796
47 H -2.706 2.022 4.711  0.0811
48 H -1.526 1.151 5.552  0.0725
49 H -2.186 0.398 4.056  0.0880
50 H -0.242 1.107 3.104  0.1401
51 H -2.465 3.187 2.622  0.1297
52 H -1.298 2.516 1.470  0.0951
53 C 3.129 -0.852 4.642  -0.0049
54 C 2.131 -1.831 4.075  -0.3030
55 C 1.935 -1.593 2.630  -0.0572
56 O 1.668 -2.995 2.155  -0.0010
57 C 2.187 -3.835 3.115  -0.6176
58 O 2.346 -5.012 3.003  0.1389
59 O 2.657 -3.167 4.137  0.1223
60 H 3.175 -0.917 5.748  0.1030
61 H 2.794 0.136 4.555  0.0512
62 H 4.111 -0.867 4.194  0.0917
63 H 1.212 -1.858 4.634  0.1314
64 H 2.827 -1.224 2.087  0.1254
65 H 1.132 -0.858 2.457  0.1103
66 C -0.258 -6.309 0.715  -0.0047
67 C 0.972 -5.586 0.115  -0.3042
68 C 2.136 -6.527 -0.061  -0.0763
69 O 2.500 -6.355 -1.444  0.0756
70 C 1.724 -5.415 -2.001  -0.5563
71 O 1.829 -5.018 -3.128  0.1348
72 O 0.714 -5.019 -1.180  0.0786
73 H 0.007 -6.748 1.673  0.0852
74 H -0.641 -7.054 0.029  0.0865
75 H -1.069 -5.562 0.766  0.0819
76 H 1.300 -4.739 0.756  0.1255
77 H 1.802 -7.590 0.008  0.1437
78 H 2.962 -6.353 0.607  0.1218
79 C 5.122 -3.383 0.886  -0.0071
80 C 4.871 -2.040 0.172  -0.2060
81 C 5.817 -1.969 -1.092  -0.0612
82 O 4.958 -2.381 -2.178  0.0799
83 C 3.705 -2.244 -1.805  -0.6103
84 O 2.745 -2.154 -2.547  0.1147
85 O 3.544 -2.178 -0.485  0.0540
86 H 5.231 -4.235 0.212  0.0915
87 H 4.180 -3.649 1.436  0.0834
88 H 5.993 -3.492 1.496  0.0794
89 H 4.873 -1.103 0.774  0.1592
90 H 6.564 -2.702 -1.008  0.1100
91 H 6.205 -1.000 -1.320  0.1064
92 C -4.035 -4.809 3.900  -0.0181
93 C -2.674 -4.623 4.509  -0.2633
94 C -1.530 -4.397 3.435  -0.0375
95 O -0.616 -3.559 4.204  0.0297
96 C -1.377 -2.800 5.068  -0.5932
97 O -0.928 -1.963 5.732  0.1846
98 O -2.571 -3.361 5.233  0.0902
99 H -3.959 -5.766 3.498  0.0655
100 H -4.379 -4.068 3.158  0.0928
101 H -4.754 -4.904 4.727  0.0938
102 H -2.456 -5.428 5.197  0.1492
103 H -1.854 -3.800 2.617  0.1036
104 H -1.182 -5.395 3.112  0.1226
105 C 0.303 8.627 2.309  -0.0307
106 C -0.325 7.302 2.215  -0.3234
107 C -1.865 7.288 2.064  -0.0536
108 O -2.057 6.462 0.914  0.0645
109 C -0.891 6.100 0.403  -0.6108
110 O -0.861 5.477 -0.596  0.1511
111 O 0.142 6.698 0.987  0.0959
112 H 1.396 8.430 2.501  0.1118
113 H -0.145 9.125 3.233  0.1190
114 H 0.108 9.241 1.438  0.0895
115 H -0.087 6.630 3.068  0.1400
116 H -2.354 8.211 1.749  0.1360
117 H -2.398 6.841 2.887  0.1302
118 C 2.849 1.233 -5.135  -0.2078
119 C 3.984 0.169 -5.252  -0.1733
120 C 5.070 0.675 -4.310  -0.2171
121 S 4.172 1.384 -2.919  0.7527
122 O 4.323 2.843 -2.806  -0.3446
123 O 4.335 0.574 -1.689  -0.3239
124 C 2.515 1.193 -3.682  -0.2335
125 H 2.079 0.848 -5.760  0.1033
126 H 3.131 2.243 -5.362  0.1153
127 H 4.414 0.029 -6.233  0.1164
128 H 3.541 -0.768 -4.793  0.1326
129 H 5.660 1.439 -4.733  0.0907
130 H 5.730 -0.116 -4.049  0.0909
131 H 1.900 2.039 -3.258  0.1295
132 H 2.126 0.240 -3.393  0.0649
133 C -0.529 0.688 -0.981  -0.1940
134 C 0.678 -0.209 -0.606  -0.1816
135 C 0.220 -1.629 -0.422  -0.2104
136 S -1.346 -1.462 0.402  0.7470
137 O -1.142 -1.144 1.808  -0.3188
138 O -2.265 -2.562 0.092  -0.3042
139 C -1.828 0.111 -0.518  -0.1943
140 H -0.502 0.711 -2.092  0.0971
141 H -0.498 1.720 -0.732  0.0682
142 H 1.156 0.073 0.308  0.0856
143 H 1.459 -0.219 -1.286  0.0673
144 H 0.867 -2.337 0.173  0.1117
145 H -0.059 -2.000 -1.422  0.0929
146 H -2.355 0.800 0.200  0.0880
147 H -2.537 -0.227 -1.291  0.0852
148 C -3.904 5.279 -2.140  -0.2137
149 C -2.719 4.598 -2.798  -0.2033
150 C -2.385 3.315 -2.026  -0.2179
151 S -3.912 2.745 -1.260  0.7092
152 O -3.727 2.759 0.198  -0.3385
153 O -4.386 1.580 -1.974  -0.3225
154 C -4.860 4.211 -1.728  -0.2249
155 H -4.340 6.076 -2.723  0.1219
156 H -3.525 5.698 -1.230  0.0944
157 H -1.797 5.182 -2.945  0.1178
158 H -2.955 4.273 -3.807  0.1135
159 H -1.742 3.385 -1.150  0.0666
160 H -2.088 2.467 -2.701  0.1166
161 H -5.513 4.485 -0.955  0.0848
162 H -5.520 3.915 -2.601  0.1309